Arrangement 1

A gas-phase ion, C4H10NS2 (charge +1), computed with ωB97M-V with the def2-TZVPD basis set.

Values from the calculation:
SMILES: CC(C)([NH3+])SC=S
Frontier orbital gap: 8.393 eV
Charge: +1
Highest occupied orbital energy: -12.37 eV
Multiplicity: 1

Last column: Mulliken charge in e.
Atoms and positions in Å:
C1 -1.256 -0.442 0.179  -1.076
C2 0.127 -0.016 -0.350  0.295
C3 0.805 1.185 0.350  -1.411
N1 1.003 -1.197 -0.088  -0.365
S1 0.262 0.172 -2.302  0.062
C4 -1.054 1.283 -2.702  0.032
S2 -1.272 1.791 -4.210  -0.113
H1 -1.446 -1.535 -0.116  0.349
H2 -1.220 -0.370 1.251  0.367
H3 -2.091 0.284 -0.216  0.351
H4 1.832 1.250 0.011  0.440
H5 0.823 1.003 1.431  0.429
H6 0.434 2.199 0.348  0.361
H7 1.310 -1.202 0.979  0.410
H8 0.593 -2.038 -0.590  0.372
H9 1.870 -0.983 -0.511  0.371
H10 -1.680 1.305 -1.789  0.125

Arrangement 2

2 unconnected molecules or ions with the total composition C4H10NS2, computed with ωB97M-V with the def2-TZVPD basis set.

Values from the calculation:
Frontier orbital gap: 7.441 eV
Charge: +1
Highest occupied orbital energy: -13.07 eV
Multiplicity: 1

Last column: Mulliken charge in e.
Atoms and positions in Å:
C1 -2.533 1.005 -0.556  -0.246
C2 -2.061 -1.216 0.185  -0.991
C3 1.934 1.852 -0.265  -0.283
C4 1.613 -0.779 0.382  -0.665
N1 -1.713 0.105 -0.150  -0.234
S1 3.399 -0.777 -0.168  -0.196
S2 0.828 0.905 0.456  0.374
H1 -2.305 1.990 -0.940  0.218
H2 -3.595 0.913 -0.582  0.282
H3 -3.010 -1.037 0.817  0.423
H4 -1.422 -1.498 0.958  0.336
H5 -2.252 -1.838 -0.636  0.322
H6 2.819 1.518 -0.746  0.276
H7 1.740 2.871 -0.259  0.298
H8 1.249 -1.199 -0.517  0.396
H9 1.342 -1.230 1.278  0.498
H10 3.968 -1.584 0.744  0.189

Arrangement 3

A molecular structure, C4H10NS2, computed with ωB97M-V with the def2-TZVPD basis set.

Values from the calculation:
Frontier orbital gap: 9.106 eV
Charge: +1
Highest occupied orbital energy: -13.16 eV
Multiplicity: 1

Last column: Mulliken charge in e.
Atoms and positions in Å:
C1 -0.591 1.664 -0.589  0.158
C2 1.490 0.024 1.048  -1.277
C3 -0.642 -2.069 0.411  -0.781
C4 0.855 -0.267 -0.311  0.137
N1 0.020 -1.210 -0.580  -0.034
S1 -0.303 3.188 -1.138  -0.066
S2 -2.228 1.258 -0.620  -0.201
H1 1.643 -0.845 1.691  0.410
H2 2.279 0.592 0.851  0.383
H3 0.766 0.551 1.772  0.353
H4 -0.655 -3.102 0.011  0.339
H5 -0.150 -2.121 1.357  0.260
H6 -1.745 -1.920 0.600  0.281
H7 1.542 0.091 -1.111  0.420
H8 -0.150 -1.423 -1.590  0.314
H9 0.937 3.231 -1.063  0.128
H10 -3.069 2.359 -0.740  0.174

Out of the structures above, which one is the least stable? Solution: arrangement 2.